Record 1
Below is C30H29Cl2IN2P2Zn as an isolated structure, with properties calculated with ωB97M-V/def2-TZVPD.

Computed properties:
strongest force on any atom: 1.09 eV/A
E: -4949.74552 Eh
HOMO-LUMO gap: 8.8 eV
LUMO: -0.1907 Ha

```
! wB97M-V def2-TZVPD RIJCOSX def2/J DEFGRID3
* xyz 2 1
Zn 0.36 0.85 -0.81
C -1.07 -1.67 0.46
C -0.28 -1.10 1.64
P 0.10 0.72 1.59
C -1.36 1.56 2.27
C -1.26 2.33 3.42
C -2.39 2.95 3.93
C -3.61 2.81 3.30
C -3.70 2.08 2.13
C -2.58 1.47 1.59
C 1.39 0.80 2.86
C 1.12 0.25 4.12
C 2.09 0.27 5.10
C 3.33 0.84 4.84
C 3.60 1.39 3.60
C 2.63 1.37 2.61
P -0.28 -1.46 -1.19
C 1.13 -2.59 -1.30
C 2.05 -2.35 -2.32
C 3.11 -3.22 -2.51
C 3.28 -4.30 -1.66
C 2.37 -4.53 -0.64
C 1.29 -3.68 -0.46
C -1.57 -2.12 -2.30
C -1.55 -3.45 -2.69
C -2.60 -3.95 -3.45
C -3.65 -3.12 -3.81
C -3.65 -1.78 -3.44
C -2.60 -1.27 -2.69
H -2.06 -1.21 0.40
H -1.24 -2.75 0.62
H 0.69 -1.59 1.72
H -0.83 -1.30 2.56
H -0.31 2.45 3.92
H -2.31 3.56 4.82
H -4.49 3.28 3.71
H -4.65 1.99 1.62
H -2.65 0.94 0.65
H 0.15 -0.16 4.34
H 1.88 -0.16 6.07
H 4.08 0.86 5.61
H 4.56 1.83 3.40
H 2.84 1.80 1.64
H 1.92 -1.51 -2.99
H 3.80 -3.05 -3.32
H 4.12 -4.97 -1.79
H 2.50 -5.37 0.02
H 0.57 -3.90 0.31
H -0.73 -4.09 -2.41
H -2.60 -4.98 -3.75
H -4.48 -3.52 -4.38
H -4.46 -1.14 -3.74
H -2.59 -0.23 -2.40
Cl 2.88 0.72 -1.05
C 3.61 1.75 -2.28
Cl 2.52 3.08 -2.68
H 3.78 1.14 -3.16
H 4.54 2.16 -1.88
I -0.87 6.80 -1.47
C -0.76 4.76 -1.90
C -1.11 4.13 -3.08
N -0.87 2.83 -2.92
N -0.38 2.57 -1.70
C -0.31 3.73 -1.07
H -1.50 4.55 -3.99
H -1.00 2.09 -3.60
H 0.06 3.80 -0.06
*
```

How positive or negative is each atom? The Mulliken charges in e answer that:
1. Zn 0.3244
2. C -1.5333
3. C -1.2830
4. P 1.3820
5. C 0.7438
6. C -0.6181
7. C -0.7158
8. C -0.5850
9. C -0.8015
10. C -0.2264
11. C 0.3178
12. C -0.2474
13. C -0.8181
14. C -0.5431
15. C -0.7143
16. C -0.4010
17. P 1.1762
18. C 0.2897
19. C -0.3910
20. C -0.8349
21. C -0.5702
22. C -0.8025
23. C -0.0524
24. C 0.6895
25. C -0.5094
26. C -0.7087
27. C -0.5980
28. C -0.6180
29. C -0.4119
30. H 0.5636
31. H 0.7547
32. H 0.4715
33. H 0.6258
34. H 0.4602
35. H 0.4505
36. H 0.4214
37. H 0.4492
38. H 0.1427
39. H 0.3892
40. H 0.4339
41. H 0.4326
42. H 0.4460
43. H 0.3223
44. H 0.5017
45. H 0.4476
46. H 0.4299
47. H 0.4639
48. H 0.3532
49. H 0.3745
50. H 0.4326
51. H 0.4097
52. H 0.4408
53. H 0.3520
54. Cl 0.0116
55. C -0.5238
56. Cl -0.0758
57. H 0.3580
58. H 0.3961
59. I 0.2176
60. C -0.6353
61. C -0.1634
62. N -0.0399
63. N 0.0793
64. C -0.3439
65. H 0.4905
66. H 0.1986
67. H 0.5217



Record 2
Below is C30H29ClN7O10SW as an isolated structure, with properties calculated with ωB97M-V/def2-TZVPD.

Computed properties:
strongest force on any atom: 0.29 eV/A
E: -3222.04637 Eh
HOMO-LUMO gap (alpha / beta): 6.6 / 6.6 eV
LUMO (alpha / beta): 0.0734 / 0.0760 Ha
energy relative to the best compared isomer or geometry (same formula, charge and spin): 0.00 kJ/mol

```
! wB97M-V def2-TZVPD RIJCOSX def2/J DEFGRID3
* xyz -1 1
W 0.12 0.31 -0.87
C -3.39 -1.57 -0.74
C -2.98 -0.56 -1.75
N -1.81 0.04 -1.91
C -1.88 0.75 -3.08
C -3.12 0.62 -3.63
N -3.79 -0.21 -2.77
C -3.77 1.14 -4.85
O -3.02 1.88 -5.64
O -4.91 0.84 -5.10
C -0.64 1.38 -3.56
O -0.62 2.03 -4.61
O 0.35 1.13 -2.80
H -2.66 -1.61 0.06
H -3.45 -2.55 -1.22
H -4.36 -1.30 -0.32
H -4.74 -0.51 -2.92
H -2.07 1.99 -5.28
O 1.41 -0.22 0.68
N 2.60 -0.65 0.43
N 2.86 -0.55 -0.81
O 1.95 -0.14 -1.64
C 4.14 -0.90 -1.34
C 4.28 -0.95 -2.71
C 5.52 -1.28 -3.24
C 6.59 -1.56 -2.40
C 6.42 -1.51 -1.02
C 5.19 -1.17 -0.48
H 3.43 -0.73 -3.34
H 5.65 -1.33 -4.31
H 7.55 -1.82 -2.82
H 7.25 -1.72 -0.36
H 5.05 -1.11 0.59
Cl -0.88 2.51 -0.58
S -0.06 -2.17 -0.96
C -0.15 -2.48 -2.62
N -0.24 -2.72 -3.74
C 1.37 -2.29 7.75
C 1.66 -1.75 6.38
C 2.98 -1.66 5.94
C 3.27 -1.18 4.67
C 2.24 -0.76 3.84
C 0.92 -0.84 4.27
N -0.11 -0.40 3.41
C -0.81 0.78 3.66
C -0.61 1.50 4.84
C -1.29 2.68 5.08
C -2.19 3.18 4.15
C -2.41 2.46 2.99
C -1.73 1.28 2.72
C -2.04 0.63 1.39
O -3.15 0.76 0.92
O -1.07 -0.05 0.83
C 0.62 -1.36 5.54
C -0.81 -1.50 5.98
H 2.29 -2.46 8.31
H 0.83 -3.25 7.70
H 0.74 -1.61 8.33
H 3.78 -1.97 6.60
H 4.30 -1.12 4.33
H 2.45 -0.38 2.85
H 0.01 -0.59 2.42
H 0.10 1.14 5.57
H -1.11 3.22 6.01
H -2.73 4.10 4.34
H -3.10 2.81 2.24
H -1.09 -0.71 6.69
H -0.98 -2.45 6.48
H -1.49 -1.43 5.13
N 1.99 3.06 3.11
C 1.34 2.70 1.84
C 2.35 2.69 0.71
O 3.50 3.32 1.00
O 2.16 2.19 -0.37
H 1.33 3.55 3.70
H 3.41 3.57 1.94
H 2.25 2.22 3.62
H 0.59 3.45 1.58
H 0.83 1.75 1.85
*
```

How positive or negative is each atom? The Mulliken charges in e answer that:
1. W 1.1697
2. C -1.3930
3. C 0.0098
4. N 0.7174
5. C -0.0919
6. C 0.2882
7. N -0.0311
8. C 0.4629
9. O -0.5621
10. O -0.6568
11. C 0.9107
12. O -0.9561
13. O -0.6115
14. H -0.0070
15. H 0.3793
16. H 0.4399
17. H 0.2543
18. H 0.4251
19. O 0.1750
20. N -0.8371
21. N 1.0997
22. O -0.6497
23. C 0.3133
24. C -0.4583
25. C -0.6253
26. C -0.4554
27. C -0.5797
28. C -0.5177
29. H 0.5300
30. H 0.3723
31. H 0.3719
32. H 0.3683
33. H 0.5183
34. Cl -0.4200
35. S -0.4386
36. C 0.6525
37. N -0.7059
38. C -1.5453
39. C 1.2373
40. C -0.8990
41. C -1.2998
42. C -0.4464
43. C -0.3432
44. N 0.4753
45. C 0.7419
46. C -0.5679
47. C -0.8971
48. C -0.9211
49. C -0.7340
50. C 0.8932
51. C -0.0949
52. O -0.6926
53. O -0.3478
54. C 1.1471
55. C -1.7851
56. H 0.3865
57. H 0.3342
58. H 0.3078
59. H 0.3320
60. H 0.4710
61. H 0.7487
62. H -0.1491
63. H 0.4895
64. H 0.3904
65. H 0.3936
66. H 0.5093
67. H 0.3473
68. H 0.5644
69. H 0.3273
70. N -0.8316
71. C 0.8045
72. C 0.0570
73. O -0.5702
74. O -0.3835
75. H 0.2946
76. H 0.4018
77. H 0.1933
78. H 0.5727
79. H -0.3740



Record 3
Below is C30H29CrN2OP as an isolated structure, with properties calculated with ωB97M-V/def2-TZVPD.

Computed properties:
strongest force on any atom: 0.82 eV/A
E: -2731.09098 Eh
HOMO-LUMO gap (alpha / beta): 5.7 / 5.6 eV
LUMO (alpha / beta): -0.0285 / -0.0340 Ha
energy relative to the best compared isomer or geometry (same formula, charge and spin): 0.00 kJ/mol

```
! wB97M-V def2-TZVPD RIJCOSX def2/J DEFGRID3
* xyz 0 5
Cr 0.09 0.10 0.03
C 1.96 -0.92 1.10
C 0.73 -1.32 1.76
C 0.49 -2.66 1.40
C 1.51 -3.09 0.54
C 2.40 -2.03 0.37
H 2.58 -0.06 1.33
H 0.27 -0.86 2.63
H -0.35 -3.25 1.72
H 1.55 -4.04 0.04
H 3.28 -2.05 -0.26
O 0.94 1.68 2.45
N -0.01 1.70 1.44
C -0.78 2.71 1.61
C -1.85 3.25 0.75
C -2.50 4.35 1.33
C -3.49 5.04 0.65
C -3.83 4.65 -0.64
C -3.19 3.56 -1.22
C -2.21 2.84 -0.54
P -1.41 1.43 -1.40
C -2.80 0.53 -2.13
C -2.55 -0.25 -3.26
C -3.58 -1.01 -3.81
C -4.84 -1.00 -3.24
C -5.08 -0.25 -2.09
C -4.07 0.51 -1.54
C -0.61 2.35 -2.75
C 0.56 3.02 -2.43
C 1.20 3.82 -3.37
C 0.67 3.94 -4.64
C -0.50 3.27 -4.97
C -1.15 2.48 -4.03
H 1.28 0.77 2.45
H -0.58 3.29 2.51
H -2.22 4.67 2.32
H -3.98 5.88 1.12
H -4.59 5.18 -1.19
H -3.46 3.27 -2.22
H -1.55 -0.31 -3.68
H -3.37 -1.62 -4.68
H -5.63 -1.60 -3.67
H -6.06 -0.26 -1.63
H -4.27 1.10 -0.65
H 0.99 2.92 -1.44
H 2.11 4.34 -3.10
H 1.17 4.56 -5.38
H -0.92 3.36 -5.97
H -2.06 1.97 -4.30
C -1.99 -2.50 -0.82
C -0.87 -2.21 -1.77
C -0.59 -2.83 -2.96
C 0.54 -2.17 -3.51
C 0.89 -1.17 -2.62
C 2.05 -0.24 -2.69
N 0.03 -1.20 -1.54
H -2.93 -2.65 -1.36
H -2.14 -1.68 -0.11
H -1.79 -3.39 -0.22
H -1.14 -3.66 -3.39
H 1.05 -2.39 -4.43
H 2.58 -0.38 -3.63
H 2.75 -0.41 -1.87
H 1.75 0.81 -2.65
*
```

How positive or negative is each atom? The Mulliken charges in e answer that:
1. Cr -0.1266
2. C 0.1309
3. C -0.2575
4. C -1.3211
5. C -0.3490
6. C -1.1864
7. H 0.3439
8. H 0.5155
9. H 0.5480
10. H 0.4176
11. H 0.5022
12. O -0.5761
13. N 0.6688
14. C -0.8320
15. C 0.9143
16. C -1.0507
17. C -0.7586
18. C -0.7462
19. C -0.1968
20. C 0.4718
21. P 0.9338
22. C 0.7035
23. C -0.5725
24. C -0.9953
25. C -0.8032
26. C -0.7048
27. C -0.7222
28. C 1.2203
29. C -0.9297
30. C -0.5097
31. C -0.6427
32. C -0.6611
33. C -0.2982
34. H 0.4560
35. H 0.3839
36. H 0.4063
37. H 0.4180
38. H 0.4388
39. H 0.4586
40. H 0.7953
41. H 0.4274
42. H 0.4050
43. H 0.4274
44. H 0.4637
45. H 0.2141
46. H 0.4412
47. H 0.3832
48. H 0.4367
49. H 0.4159
50. C -1.5927
51. C 0.0829
52. C -0.8273
53. C -1.0389
54. C 0.3526
55. C -1.2253
56. N 1.6540
57. H 0.4207
58. H 0.1711
59. H 0.3233
60. H 0.5822
61. H 0.4999
62. H 0.4325
63. H 0.0533
64. H 0.0101



Record 4
Below is one molecule with the formula C30H29N3O2, with properties calculated with ωB97M-V/def2-TZVPD.

Computed properties:
strongest force on any atom: 1.01 eV/A
E: -1475.38289 Eh
HOMO-LUMO gap: 6.7 eV
LUMO: -0.0280 Ha
SMILES string: Cc1ccccc1N1CCN(CCN2C(=O)CC(=C3c4ccccc4-c4ccccc43)C2=O)CC1
energy relative to the best compared isomer or geometry (same formula, charge and spin): 64.93 kJ/mol

```
! wB97M-V def2-TZVPD RIJCOSX def2/J DEFGRID3
* xyz 0 1
C -7.04 -0.63 -0.61
C -6.43 0.48 0.20
C -7.20 1.60 0.48
C -6.73 2.62 1.29
C -5.48 2.51 1.85
C -4.69 1.41 1.57
C -5.13 0.39 0.72
N -4.36 -0.74 0.45
C -3.34 -1.17 1.38
C -1.94 -0.62 1.04
N -1.55 -0.91 -0.33
C -1.11 -2.27 -0.56
C -0.13 -2.33 -1.74
N 0.88 -1.31 -1.59
C 0.84 -0.12 -2.27
O 0.08 0.16 -3.15
C 1.94 0.75 -1.69
C 2.68 -0.15 -0.73
C 3.87 0.15 -0.16
C 4.79 -0.71 0.61
C 4.67 -2.00 1.08
C 5.75 -2.58 1.74
C 6.93 -1.89 1.93
C 7.06 -0.59 1.47
C 6.00 -0.01 0.81
C 5.86 1.32 0.26
C 6.76 2.37 0.25
C 6.37 3.58 -0.31
C 5.09 3.72 -0.83
C 4.19 2.67 -0.83
C 4.57 1.44 -0.31
C 1.88 -1.39 -0.63
O 1.97 -2.34 0.11
C -2.58 -0.43 -1.23
C -3.98 -1.01 -0.92
H -6.58 -1.58 -0.35
H -6.93 -0.46 -1.68
H -8.11 -0.69 -0.40
H -8.20 1.67 0.06
H -7.35 3.48 1.49
H -5.10 3.28 2.51
H -3.71 1.35 2.02
H -3.63 -0.88 2.39
H -3.30 -2.27 1.34
H -1.20 -1.04 1.72
H -1.93 0.47 1.14
H -0.58 -2.61 0.33
H -1.93 -2.98 -0.76
H -0.64 -2.13 -2.69
H 0.35 -3.31 -1.77
H 2.57 1.15 -2.48
H 1.46 1.59 -1.17
H 3.76 -2.56 0.96
H 5.65 -3.59 2.12
H 7.75 -2.36 2.45
H 7.98 -0.05 1.61
H 7.74 2.26 0.68
H 7.05 4.42 -0.32
H 4.79 4.67 -1.25
H 3.21 2.84 -1.23
H -2.30 -0.66 -2.26
H -2.62 0.66 -1.13
H -4.70 -0.55 -1.60
H -3.98 -2.09 -1.08
*
```

How positive or negative is each atom? The Mulliken charges in e answer that:
1. C -1.6811
2. C 0.6459
3. C -0.5376
4. C -0.6411
5. C -0.9014
6. C -0.4371
7. C 0.9957
8. N 0.1361
9. C -1.1504
10. C -0.8334
11. N 0.3285
12. C -0.6874
13. C -1.6251
14. N 0.3239
15. C 0.1595
16. O -0.6541
17. C -0.7326
18. C 0.6855
19. C 0.2585
20. C -0.3862
21. C -0.1101
22. C -0.9196
23. C -0.7233
24. C -0.2921
25. C 0.1736
26. C 0.2577
27. C -0.3730
28. C -0.7176
29. C -0.9687
30. C -0.1452
31. C 0.2057
32. C 0.2756
33. O -0.6710
34. C -1.0896
35. C -0.7187
36. H 0.3585
37. H 0.2901
38. H 0.4945
39. H 0.4197
40. H 0.3801
41. H 0.3942
42. H 0.2915
43. H 0.6273
44. H 0.3958
45. H 0.4669
46. H 0.3989
47. H 0.6790
48. H 0.2793
49. H 0.5130
50. H 0.4592
51. H 0.5479
52. H 0.3615
53. H 0.8004
54. H 0.4453
55. H 0.3974
56. H 0.4153
57. H 0.4221
58. H 0.3969
59. H 0.4283
60. H 0.3969
61. H 0.3380
62. H 0.4647
63. H 0.5389
64. H 0.1485